No. 1
Entry from OMol25: a molecular structure, H24O12 in a non-equilibrium geometry (ωB97M-V/def2-TZVPD).

Structure (XYZ):
```
36
H24O12, DFT ωB97M-V/def2-TZVPD
H -0.4891 0.1005 -0.0219
H 0.1039 0.1881 1.3748
H -1.4713 -3.6069 -1.6744
H -0.8566 -2.9510 -0.4488
H 2.0898 1.0561 1.3896
H 3.4253 1.7650 1.2354
H 4.0293 -1.2402 3.7076
H 3.4287 -1.7470 2.4067
H -3.7296 0.8003 1.3129
H -2.5477 0.8030 2.2684
H -0.2252 4.5156 0.4271
H -1.5003 4.1584 1.1732
H 0.7523 -2.2283 -4.2588
H 0.0044 -2.7824 -3.0573
H 0.8731 -0.2156 -1.2107
H 0.3261 0.8076 -2.1924
H -3.3561 1.1521 -2.5980
H -2.4443 1.0121 -1.3901
H 0.6805 -5.4556 1.2210
H -0.0359 -4.1558 0.8936
H 0.5379 0.3019 -4.0145
H -0.5461 0.2021 -5.0751
H 0.2620 3.3563 3.4539
H 1.1716 2.9766 4.6108
O 0.2737 0.4396 0.4600
O -0.7061 -3.6545 -1.0903
O 2.6583 1.4711 0.7312
O 3.2251 -1.2054 3.1775
O -3.1382 0.2088 1.7917
O -1.0516 4.8962 0.7451
O -0.0506 -2.1044 -3.7402
O 0.4766 0.6619 -1.2516
O -2.7869 1.6637 -2.0122
O 0.2260 -4.7133 1.6349
O -0.2622 -0.1860 -4.2398
O 0.6528 3.7097 4.2609
```

The value obtained for the HOMO energy is -10.34 eV. The orbital gap is 10.17 eV. As for the energy above the lowest of the compared OMol25 structures with the same formula, charge and spin: 161.93 kcal/mol.

No. 2
Entry from OMol25: a single C4H4N2OS molecule (ωB97M-V/def2-TZVPD).

Structure (XYZ):
```
12
C4H4N2OS, DFT ωB97M-V/def2-TZVPD
O 0.9124 1.1124 -2.6101
C 0.5166 0.6892 -1.4063
C 0.0388 -0.4850 -0.9383
C -0.1721 -0.2162 0.4673
C -0.6273 -0.9893 1.4708
S -0.8419 -0.5350 3.1187
N 0.2110 1.1188 0.7199
N 0.6129 1.6461 -0.3610
H 0.8236 0.3668 -3.2216
H -0.1398 -1.4202 -1.4468
H -0.9223 -2.0182 1.2578
H -0.4119 0.7306 2.9496
```

The value obtained for the HOMO energy is -8.57 eV. The orbital gap is 7.81 eV. As for the energy above the lowest of the compared OMol25 structures with the same formula, charge and spin: 46.34 kcal/mol. The SMILES is OC1=C/C(=C/S)N=N1.

No. 3
Entry from OMol25: a single C3H5N3 molecule (ωB97M-V/def2-TZVPD).

Structure (XYZ):
```
11
C3H5N3, DFT ωB97M-V/def2-TZVPD
N 0.7428 2.0332 -0.2460
C 0.2456 0.7345 -0.0655
N -0.1365 0.0364 -1.1502
N -0.6010 -1.1083 -0.7477
C -0.5344 -1.1968 0.7143
C 0.0484 0.0831 1.1736
H 1.2171 2.3550 0.5874
H 1.3531 2.1222 -1.0451
H -0.9522 -1.7385 -1.4504
H 0.1001 -2.0387 1.0238
H -1.5347 -1.3560 1.1337
```

The value obtained for the HOMO energy is -8.29 eV. The orbital gap is 8.03 eV. As for the energy above the lowest of the compared OMol25 structures with the same formula, charge and spin: 86.37 kcal/mol.

No. 4
Entry from OMol25: 6 unconnected molecules or ions with the total composition C12H38N10O6 in a non-equilibrium geometry (ωB97M-V/def2-TZVPD).

Structure (XYZ):
```
66
C12H38N10O6, DFT ωB97M-V/def2-TZVPD
C -23.8692 31.9027 -40.0252
O -24.7559 32.3316 -39.0218
C -24.4765 31.7609 -37.7502
C -24.6551 30.2488 -37.6603
C -26.1427 29.8651 -37.9249
N -24.3152 29.7751 -36.3124
H -23.9498 32.5104 -40.9295
H -24.0473 30.8890 -40.3976
H -22.8283 32.0072 -39.7009
H -23.4966 32.0441 -37.3505
H -25.2018 32.2240 -37.0784
H -24.0282 29.6686 -38.3394
H -26.3948 28.8390 -37.6943
H -26.2329 30.1243 -38.9873
H -26.8125 30.5199 -37.3625
H -24.5704 28.7799 -36.2800
H -24.9537 30.1517 -35.6156
C -23.7879 32.7039 -34.6253
O -23.3998 33.3478 -33.4556
C -22.1096 33.8675 -33.3928
C -21.7136 34.3690 -32.0243
C -20.2050 34.6842 -31.9274
N -22.0940 33.3551 -31.0260
H -24.4100 33.3426 -35.2569
H -24.3736 31.8083 -34.3938
H -22.9218 32.2209 -35.0977
H -21.4063 33.0338 -33.5768
H -21.8866 34.5762 -34.2005
H -22.2447 35.2759 -31.7271
H -19.9322 35.4374 -32.6724
H -19.6502 33.7744 -32.1647
H -19.9220 35.0610 -30.9476
H -21.6296 32.4540 -31.1240
H -21.6957 33.6404 -30.1325
N -21.3925 29.3642 -39.0455
C -20.9372 29.3683 -37.7639
N -20.3673 30.5381 -37.3469
O -21.0146 28.3854 -37.0349
H -21.1104 30.0277 -39.7433
H -21.7734 28.5001 -39.3808
H -20.4330 30.7113 -36.3596
H -20.4365 31.2911 -38.0092
N -23.7062 25.8159 -39.7680
C -24.2159 26.0434 -38.5139
N -23.3160 26.0969 -37.5113
O -25.4182 26.2585 -38.3280
H -22.7559 26.0440 -39.9826
H -24.4362 25.8369 -40.4605
H -23.5969 26.1844 -36.5485
H -22.3381 26.1295 -37.7319
N -26.4618 34.0747 -41.0521
C -25.7640 35.2091 -40.8658
N -24.6750 35.0880 -40.0193
O -26.1452 36.2752 -41.3563
H -26.2513 33.2398 -40.5341
H -27.2412 34.1618 -41.6798
H -24.5182 35.9830 -39.5797
H -24.6162 34.2492 -39.4594
N -26.9711 27.0582 -33.8136
C -26.1939 26.8791 -34.9229
N -26.7911 26.2045 -35.9437
O -25.0682 27.3691 -35.0646
H -26.5151 27.3820 -32.9743
H -27.6262 26.3271 -33.5841
H -27.5045 25.5562 -35.6537
H -26.3499 26.0684 -36.8562
```

The value obtained for the HOMO energy is -8.67 eV. The orbital gap is 8.86 eV. As for the energy above the lowest of the compared OMol25 structures with the same formula, charge and spin: 34.68 kcal/mol. The SMILES is COC[C@H](C)N.COC[C@H](C)N.NC(N)=O.NC(N)=O.NC(N)=O.NC(N)=O.

No. 5
Entry from OMol25: a molecular structure, C9H25ClEuI2NOP2 in a non-equilibrium geometry (ωB97M-V/def2-TZVPD).

Structure (XYZ):
```
42
C9H25ClEuI2NOP2, DFT ωB97M-V/def2-TZVPD
I -3.2477 -0.2847 2.8920
I -2.5873 -2.7332 2.4101
Eu 0.0311 1.0501 -1.0054
P -2.7379 0.0182 -1.5109
C -4.0123 0.0937 -0.1998
C -3.4952 1.4098 -2.4373
H -4.5624 1.2186 -2.5722
H -4.5881 -1.2320 -2.5221
H -2.9998 1.5388 -3.4006
H -3.0245 -1.5685 -3.3321
H -3.8677 1.0294 0.3784
H -3.3704 2.3342 -1.8594
C -3.5174 -1.4030 -2.3712
H -5.0086 0.0022 -0.6074
H -3.3968 -2.3020 -1.7569
H -3.8002 -0.7907 0.4167
P 2.8846 0.0458 -1.5999
C 3.7376 0.1192 0.0132
C 3.7984 -1.3628 -2.3062
H 3.3746 1.6261 -3.3901
H 4.8627 1.1400 -2.5266
H 3.7441 2.3286 -1.8010
C 3.8123 1.4140 -2.4063
H 3.4091 -1.6046 -3.2979
H 4.8639 -1.1390 -2.3903
H 4.8094 -0.0298 -0.1619
H 3.3344 -0.6762 0.6495
H 3.6792 -2.2465 -1.6729
H 3.5562 1.0995 0.4724
Cl -0.0111 0.2818 -3.5389
C 1.1767 0.9872 3.6619
N 0.3828 -0.1860 3.2614
C -0.2778 -0.7955 4.4052
C 0.1523 -0.2192 1.9456
O 0.9730 0.4114 1.1759
H 1.5161 0.8656 4.6986
H 0.4939 1.8634 3.5699
H 2.0110 1.0497 2.9560
H -1.3746 -0.7417 4.4047
H 0.0380 -1.8374 4.5861
H 0.0182 -0.1263 5.2295
H -0.7796 -0.6482 1.5400
```

The value obtained for the HOMO energy (alpha / beta) is -14.73 / -14.73 eV. As for the spin multiplicity: 7. The orbital gap (alpha / beta) is 4.53 / 7.74 eV. The expectation value of S² is 12.445. As for the energy above the lowest of the compared OMol25 structures with the same formula, charge and spin: 6.21 kcal/mol. As for the charge: +2.

No. 6
Entry from OMol25: a molecular structure, C26H30BCoF2N4O (ωB97M-V/def2-TZVPD).

Structure (XYZ):
```
65
C26H30BCoF2N4O, DFT ωB97M-V/def2-TZVPD
Co 0.5958 0.1727 0.3266
C -3.2649 0.6055 1.7680
C -1.8390 0.2306 1.5720
N -0.9580 1.0971 0.9542
N -1.4693 2.0521 0.0319
C -0.5900 2.1962 -0.9206
O 0.5107 1.5360 -1.0380
C -0.8923 3.2100 -1.9761
C -1.9813 4.0710 -1.8681
C -2.2425 4.9956 -2.8668
C -1.4184 5.0710 -3.9833
C -0.3304 4.2167 -4.0924
C -0.0675 3.2909 -3.0922
C -1.2489 -0.9628 2.0341
C -1.8835 -1.8923 2.8853
C -1.2054 -3.0202 3.2773
C 0.1024 -3.2278 2.8333
C 0.6733 -2.2814 1.9986
N 0.0342 -1.1895 1.6006
H -3.5607 1.3075 0.9913
H -3.4115 1.0960 2.7379
H -3.9136 -0.2701 1.7315
H -2.6084 4.0025 -0.9897
H -3.0902 5.6640 -2.7740
H -1.6225 5.7955 -4.7625
H 0.3170 4.2716 -4.9592
H 0.7764 2.6171 -3.1537
H -2.8908 -1.6987 3.2274
H -1.6827 -3.7410 3.9300
H 0.6657 -4.1053 3.1156
H 1.6755 -2.3984 1.6080
C 3.5222 -5.3418 -1.6831
C 2.5042 -4.2368 -1.5403
C 1.1935 -4.4392 -1.9508
C 0.2779 -3.3875 -1.8480
C -1.1543 -3.5769 -2.2790
C 0.6846 -2.1740 -1.3399
C 2.0028 -1.9290 -0.8516
C 2.9024 -3.0188 -1.0030
N 2.2338 -0.7320 -0.2651
C 3.5878 -0.2527 0.0198
C 3.4908 1.2186 0.4308
C 4.2364 -0.9955 1.2035
C 4.4854 -0.2898 -1.2287
H 3.0410 -6.2919 -1.9187
H 4.0981 -5.4704 -0.7642
H 4.2326 -5.1183 -2.4832
H 0.8880 -5.3950 -2.3639
H -1.2503 -4.4071 -2.9806
H -1.5442 -2.6762 -2.7556
H -1.7920 -3.7926 -1.4175
H -0.0264 -1.3492 -1.3279
H 3.9290 -2.9327 -0.6801
H 2.9615 1.3216 1.3782
H 2.9471 1.7926 -0.3197
H 4.4942 1.6377 0.5517
H 3.6095 -0.8636 2.0889
H 5.2240 -0.5797 1.4245
H 4.3512 -2.0643 1.0283
H 4.0373 0.3396 -2.0002
H 4.6090 -1.2870 -1.6446
H 5.4766 0.1069 -0.9918
F 0.7798 2.7865 1.5311
B 0.3708 1.5054 1.7375
F 0.4223 1.1460 3.0612
```

The value obtained for the HOMO energy (alpha / beta) is -3.52 / -3.53 eV. As for the spin multiplicity: 2. The orbital gap (alpha / beta) is 6.36 / 5.71 eV. The expectation value of S² is 0.789. As for the charge: -1.

| no. | M (Da) |
| --- | --- |
| 1 | 216.180 |
| 2 | 128.156 |
| 3 | 83.094 |
| 4 | 418.500 |
| 5 | 666.478 |
| 6 | 522.294 |